Density functional theory data (ωB97M-V/def2-TZVPD) for a cluster of 13 separate species, C54H109B4ClF16N13 in total in a non-equilibrium geometry.

Properties
- E_HOMO (eV) = -13.2
- 2S+1 = 1
- total charge = +3
- E_LUMO (hartree) = -0.16773
- frontier orbital gap (eV) = 8.61

CARTESIAN COORDINATES (ANGSTROEM)
1 C -4.24 2.99 8.06
2 C -5.08 1.86 7.45
3 N -4.52 1.32 6.16
4 C -5.01 0.17 5.63
5 C -4.49 0.01 4.36
6 N -3.62 1.06 4.22
7 C -3.70 1.90 5.29
8 C -2.72 1.27 3.05
9 H -4.32 3.95 7.55
10 H -3.20 2.71 8.14
11 H -4.54 2.99 9.14
12 H -6.08 2.24 7.30
13 H -5.08 0.96 8.13
14 H -5.71 -0.40 6.22
15 H -4.61 -0.63 3.50
16 H -3.10 2.76 5.44
17 H -2.12 2.20 3.24
18 H -3.33 1.33 2.14
19 H -1.96 0.45 2.95
20 C -3.04 -5.79 -0.48
21 C -2.62 -7.14 -1.12
22 N -1.63 -7.93 -0.25
23 C -1.79 -8.61 0.96
24 C -0.78 -9.49 1.14
25 N 0.01 -9.28 0.06
26 C -0.54 -8.40 -0.73
27 C 1.31 -9.90 -0.08
28 H -3.34 -5.14 -1.31
29 H -2.18 -5.34 0.06
30 H -3.79 -6.02 0.29
31 H -2.06 -6.95 -2.05
32 H -3.48 -7.72 -1.46
33 H -2.61 -8.41 1.63
34 H -0.53 -10.12 2.03
35 H -0.21 -8.11 -1.69
36 H 1.32 -10.86 0.48
37 H 2.02 -9.30 0.48
38 H 1.62 -10.09 -1.11
39 C 0.48 -2.35 -7.29
40 C -0.86 -2.50 -6.46
41 N -1.77 -3.51 -6.94
42 C -2.49 -4.40 -6.20
43 C -3.32 -5.10 -7.03
44 N -3.05 -4.63 -8.29
45 C -2.07 -3.67 -8.25
46 C -3.68 -5.06 -9.59
47 H 0.26 -1.76 -8.17
48 H 0.97 -3.24 -7.68
49 H 1.25 -1.88 -6.66
50 H -1.35 -1.53 -6.51
51 H -0.67 -2.69 -5.42
52 H -2.34 -4.30 -5.11
53 H -4.02 -5.90 -6.88
54 H -1.73 -3.00 -9.04
55 H -3.89 -6.14 -9.60
56 H -2.98 -4.71 -10.32
57 H -4.60 -4.50 -9.67
58 C -3.54 6.91 -0.95
59 C -4.83 6.10 -1.11
60 N -4.80 5.23 -2.28
61 C -4.57 5.50 -3.60
62 C -4.43 4.30 -4.28
63 N -4.62 3.31 -3.32
64 C -4.73 3.89 -2.09
65 C -4.61 1.86 -3.63
66 H -3.60 7.66 -0.21
67 H -3.15 7.25 -1.89
68 H -2.83 6.24 -0.51
69 H -5.67 6.77 -1.23
70 H -5.04 5.44 -0.25
71 H -4.52 6.45 -3.97
72 H -4.32 4.06 -5.34
73 H -4.81 3.26 -1.21
74 H -3.88 1.37 -3.00
75 H -4.42 1.77 -4.69
76 H -5.63 1.48 -3.43
77 C 2.08 0.33 0.90
78 C 0.64 0.19 1.38
79 N -0.12 -0.66 0.47
80 C -0.03 -2.05 0.42
81 C -0.56 -2.52 -0.68
82 N -1.03 -1.37 -1.37
83 C -0.64 -0.30 -0.68
84 C -1.71 -1.39 -2.74
85 H 2.10 0.71 -0.15
86 H 2.63 -0.61 0.94
87 H 2.68 0.92 1.56
88 H 0.07 1.09 1.50
89 H 0.63 -0.23 2.41
90 H 0.42 -2.47 1.29
91 H -0.73 -3.54 -1.01
92 H -0.58 0.67 -1.15
93 H -1.29 -0.53 -3.25
94 H -2.78 -1.22 -2.62
95 H -1.54 -2.34 -3.19
96 C -0.50 4.92 -5.87
97 C -0.01 4.65 -4.45
98 C 1.47 5.06 -4.40
99 N 2.33 4.78 -3.19
100 C 3.71 4.96 -3.57
101 C 1.83 5.61 -1.97
102 C 2.36 4.92 -0.78
103 C 2.41 3.45 -1.26
104 C 2.20 3.38 -2.76
105 H -0.48 6.01 -6.13
106 H -1.57 4.63 -5.92
107 H 0.10 4.42 -6.65
108 H -0.04 3.59 -4.29
109 H -0.64 5.13 -3.69
110 H 1.54 6.15 -4.67
111 H 1.94 4.52 -5.22
112 H 4.31 4.57 -2.82
113 H 3.93 6.05 -3.64
114 H 3.88 4.44 -4.50
115 H 2.13 6.66 -2.22
116 H 0.72 5.58 -1.99
117 H 3.37 5.24 -0.57
118 H 1.75 5.11 0.10
119 H 3.35 3.06 -0.89
120 H 1.71 2.78 -0.84
121 H 2.89 2.75 -3.31
122 H 1.15 3.02 -2.93
123 C 3.97 -8.04 -2.23
124 C 3.12 -6.83 -2.59
125 C 4.00 -5.61 -3.08
126 N 3.31 -4.31 -3.15
127 C 1.94 -4.43 -3.81
128 C 4.16 -3.20 -3.80
129 C 5.11 -2.77 -2.68
130 C 4.27 -3.02 -1.40
131 C 2.98 -3.69 -1.77
132 H 4.38 -8.57 -3.12
133 H 3.26 -8.78 -1.75
134 H 4.78 -7.94 -1.54
135 H 2.54 -6.44 -1.75
136 H 2.44 -7.09 -3.36
137 H 4.50 -5.72 -4.02
138 H 4.78 -5.53 -2.35
139 H 1.50 -3.47 -3.99
140 H 1.33 -4.98 -3.14
141 H 2.14 -5.04 -4.71
142 H 3.52 -2.40 -4.09
143 H 4.60 -3.61 -4.67
144 H 5.42 -1.77 -2.77
145 H 6.02 -3.42 -2.70
146 H 3.98 -2.15 -0.81
147 H 4.87 -3.68 -0.76
148 H 2.23 -2.89 -1.87
149 H 2.58 -4.34 -1.02
150 C 1.04 6.47 6.87
151 C 1.44 5.91 8.28
152 C 2.47 4.80 8.13
153 N 2.80 4.02 9.35
154 C 1.85 2.89 9.46
155 C 2.90 4.94 10.57
156 C 4.16 5.78 10.32
157 C 5.03 4.80 9.61
158 C 4.22 3.60 9.18
159 H 0.22 7.18 7.01
160 H 0.68 5.67 6.18
161 H 1.82 7.11 6.45
162 H 0.49 5.57 8.76
163 H 1.88 6.77 8.85
164 H 3.38 5.20 7.75
165 H 2.05 4.08 7.45
166 H 0.80 3.17 9.51
167 H 2.26 2.20 10.15
168 H 1.89 2.47 8.44
169 H 3.15 4.26 11.36
170 H 1.93 5.44 10.73
171 H 4.41 6.13 11.31
172 H 3.91 6.61 9.72
173 H 5.87 4.55 10.26
174 H 5.56 5.34 8.77
175 H 4.38 2.75 9.84
176 H 4.32 3.31 8.13
177 B 0.94 -5.74 0.88
178 F 1.69 -4.65 1.16
179 F 0.21 -5.62 -0.28
180 F 1.75 -6.88 0.67
181 F 0.04 -6.05 1.87
182 B 1.72 -0.04 -3.57
183 F 1.35 -1.29 -4.16
184 F 1.74 -0.24 -2.19
185 F 3.07 0.32 -3.96
186 F 0.81 0.95 -4.03
187 B -1.50 2.91 -0.88
188 F -0.74 2.71 -2.09
189 F -2.48 1.92 -0.77
190 F -0.68 2.91 0.26
191 F -2.06 4.21 -0.97
192 B -0.73 3.06 6.67
193 F -1.18 3.89 5.64
194 F 0.57 2.67 6.34
195 F -0.72 3.74 7.96
196 F -1.63 2.01 6.83
197 Cl -1.30 -4.73 -3.18